73
Properties=species:S:1:pos:R:3:mulliken_charge:R:1 method="wB97M-V/def2-TZVPD" e_tot_ha=-6942.78849 charge=+3 gap_ev="7.24 / 7.25" spin_multiplicity=3
C 0.920 -1.595 -2.617 -0.24
H -5.133 -3.409 1.690 0.43
H 3.567 2.919 -1.396 0.44
H -4.508 2.875 2.726 0.53
C 4.689 2.259 2.126 -0.56
H 5.432 4.340 0.540 0.34
C -4.736 -2.483 1.273 -1.12
C 1.763 -2.717 1.889 -0.88
N -2.659 2.246 -0.888 -0.06
C 5.448 2.195 0.791 -0.56
C 0.756 -0.779 -4.937 -0.93
C -1.910 -3.178 2.359 -0.69
O -2.282 -1.399 0.027 -0.44
H -4.769 4.507 -1.485 0.22
C -2.835 -4.270 -0.404 -0.99
H -3.237 -5.144 0.107 0.44
H 1.553 -1.459 -5.207 0.49
H -1.924 -2.309 3.014 0.26
C 0.315 -0.719 -3.630 0.46
C 3.374 3.030 1.975 -0.69
H -3.435 -4.054 -1.286 0.38
H -3.047 3.158 -2.805 0.49
C -3.280 2.561 0.303 0.18
C 3.721 3.497 -0.486 -0.72
C 1.840 2.180 0.296 0.58
H -2.377 -4.021 2.868 0.49
As -2.918 -2.788 0.789 0.56
H 3.380 4.517 -0.656 0.29
N -1.828 1.189 1.625 0.23
Pr -1.019 0.259 -0.620 1.39
C -1.461 0.697 2.810 -0.44
C -3.249 3.062 -1.752 -0.27
N -3.291 1.705 3.920 -0.50
C -3.637 2.232 2.755 -0.44
H 1.937 -2.330 2.885 0.53
H 6.514 2.078 0.976 0.39
H -1.912 0.529 4.912 0.45
N -4.155 3.793 -1.114 0.11
N 2.868 2.890 0.583 0.05
C 1.833 -4.561 0.338 -0.74
H 1.198 -4.148 -1.659 0.51
C 0.153 0.032 -5.893 -0.42
N 0.602 -1.492 -1.390 0.31
C 1.370 -3.733 -0.673 -0.51
N -0.677 0.108 -3.228 0.02
N 0.900 1.533 0.032 -0.65
H 4.500 1.253 2.503 0.29
H -1.799 -4.452 -0.686 0.25
Br 2.650 -5.171 2.984 -0.07
H -1.391 1.497 -6.205 0.46
H -4.795 -1.693 2.019 0.36
C 2.032 -4.051 1.616 -0.09
H 3.516 4.098 2.135 0.33
N -4.187 3.493 0.192 -0.57
H 1.108 -0.846 1.076 0.32
C -2.200 0.943 3.953 -0.46
C -0.878 0.861 -5.497 -0.90
H -0.889 -3.433 2.083 0.09
H 5.133 1.315 0.222 0.22
H 5.812 3.472 -0.931 0.39
H -0.557 0.099 2.843 0.59
C 1.104 -2.394 -0.409 0.38
H 0.479 0.005 -6.924 0.48
C 1.285 -1.898 0.880 -0.08
C -1.253 0.864 -4.161 0.10
C -2.913 1.965 1.595 0.39
H 2.604 2.694 2.665 0.38
H 1.645 -2.333 -2.963 0.55
H 2.040 -5.603 0.135 0.48
C 5.185 3.449 -0.041 -0.63
H -5.305 -2.207 0.387 0.38
H -2.070 1.493 -3.833 0.27
H 5.290 2.773 2.878 0.35